# 1
This record from OMol25 describes a cluster of 17 separate species, C51H68O51 in total. The level of theory is ωB97M-V/def2-TZVPD.

Cartesian coordinates (Å):
C -2.32 4.80 -2.70
C -3.01 4.78 -4.09
O -2.02 5.42 -4.90
C -0.78 5.40 -4.24
O 0.26 5.57 -4.78
O -1.00 5.09 -2.97
H -2.40 3.82 -2.26
H -2.75 5.53 -1.96
H -3.97 5.21 -4.13
H -3.16 3.71 -4.37
C 7.49 1.24 0.91
C 7.50 2.64 0.37
O 7.98 2.47 -0.97
C 8.45 1.20 -1.07
O 8.80 0.64 -2.06
O 8.44 0.54 0.08
H 6.56 0.75 1.05
H 7.98 1.25 1.93
H 8.19 3.29 0.89
H 6.58 3.20 0.21
C -0.18 -0.11 -3.61
C -0.08 1.30 -4.34
O -1.44 1.78 -4.13
C -2.07 1.10 -3.19
O -3.14 1.38 -2.74
O -1.36 0.00 -2.89
H 0.66 -0.30 -2.93
H -0.32 -0.88 -4.41
H 0.08 1.27 -5.41
H 0.61 2.00 -3.88
C 4.08 4.47 -5.35
C 4.12 3.77 -4.00
O 4.68 2.47 -4.24
C 4.69 2.28 -5.56
O 5.03 1.25 -6.09
O 4.29 3.34 -6.24
H 4.88 5.24 -5.50
H 3.09 4.91 -5.39
H 3.10 3.62 -3.58
H 4.64 4.25 -3.12
C -4.06 3.59 1.41
C -3.06 2.64 0.82
O -1.88 3.44 0.67
C -2.02 4.59 1.30
O -1.11 5.39 1.46
O -3.28 4.78 1.75
H -4.59 3.26 2.36
H -4.86 3.84 0.69
H -3.44 2.39 -0.20
H -2.98 1.76 1.43
C -4.04 -1.06 -0.17
C -5.28 -0.53 -0.83
O -6.32 -0.66 0.17
C -5.84 -1.47 1.09
O -6.52 -1.94 1.99
O -4.62 -1.89 0.87
H -3.37 -0.35 0.34
H -3.37 -1.69 -0.81
H -5.55 -1.14 -1.72
H -5.34 0.51 -1.10
C 1.93 4.71 0.74
C 1.49 4.84 -0.71
O 2.72 5.12 -1.38
C 3.68 4.70 -0.57
O 4.90 4.71 -0.79
O 3.21 4.18 0.56
H 1.27 4.06 1.29
H 2.02 5.72 1.16
H 0.77 5.64 -0.88
H 0.92 3.98 -1.09
C 1.85 2.63 5.81
C 0.68 1.60 5.85
O 1.32 0.52 5.25
C 2.66 0.55 5.57
O 3.44 -0.36 5.46
O 2.98 1.78 5.96
H 1.99 3.32 6.64
H 1.85 3.17 4.85
H -0.22 1.81 5.28
H 0.57 1.41 6.93
C -4.97 -6.19 -3.56
C -4.12 -5.27 -4.50
O -3.92 -4.01 -3.79
C -4.51 -4.17 -2.60
O -4.29 -3.42 -1.65
O -5.34 -5.24 -2.51
H -4.38 -6.96 -3.06
H -5.83 -6.57 -4.13
H -4.61 -5.12 -5.50
H -3.13 -5.80 -4.67
C -8.90 0.09 2.58
C -8.50 -0.48 3.93
O -7.90 0.63 4.62
C -7.67 1.65 3.78
O -6.94 2.59 3.95
O -8.30 1.38 2.54
H -9.95 0.25 2.40
H -8.45 -0.61 1.76
H -7.91 -1.38 3.73
H -9.41 -0.80 4.46
C -4.18 -0.03 3.77
C -3.17 0.91 4.50
O -2.25 -0.18 5.06
C -2.36 -1.27 4.27
O -1.60 -2.16 4.49
O -3.43 -1.20 3.48
H -4.51 0.29 2.80
H -5.05 -0.24 4.46
H -3.56 1.35 5.44
H -2.62 1.56 3.84
C -3.87 -5.22 1.55
C -2.53 -4.49 1.67
O -1.97 -4.65 0.34
C -2.74 -5.48 -0.39
O -2.65 -5.77 -1.54
O -3.79 -5.96 0.39
H -4.71 -4.55 1.53
H -3.88 -5.89 2.45
H -1.88 -4.91 2.42
H -2.56 -3.44 1.84
C 0.40 -3.84 -1.94
C 1.15 -4.71 -0.91
O 2.19 -3.80 -0.57
C 2.33 -2.82 -1.46
O 3.19 -1.99 -1.57
O 1.28 -2.83 -2.28
H -0.48 -3.34 -1.60
H 0.27 -4.41 -2.81
H 1.72 -5.53 -1.40
H 0.59 -5.07 -0.05
C 0.87 -3.63 3.72
C 1.72 -2.34 3.81
O 1.41 -1.71 2.59
C 0.67 -2.53 1.76
O 0.24 -2.23 0.68
O 0.39 -3.68 2.35
H 0.00 -3.58 4.37
H 1.35 -4.61 3.83
H 2.79 -2.63 3.82
H 1.43 -1.74 4.65
C 5.46 -0.38 -2.95
C 4.30 -0.71 -3.97
O 3.19 0.08 -3.55
C 3.53 0.69 -2.44
O 2.78 1.46 -1.89
O 4.76 0.44 -2.03
H 6.30 0.27 -3.25
H 5.78 -1.32 -2.49
H 4.00 -1.75 -3.90
H 4.63 -0.46 -4.97
C 2.04 0.84 0.93
C 0.89 0.62 -0.06
O -0.28 0.61 0.85
C 0.12 1.12 2.08
O -0.56 1.35 3.02
O 1.43 1.31 2.14
H 2.78 1.59 0.69
H 2.43 -0.14 1.16
H 0.97 -0.28 -0.63
H 0.70 1.34 -0.80
C 6.93 -3.24 0.38
C 5.37 -3.56 0.49
O 5.40 -4.61 1.44
C 6.60 -4.80 2.05
O 6.95 -5.62 2.76
O 7.44 -3.81 1.56
H 7.21 -2.17 0.37
H 7.40 -3.79 -0.48
H 4.82 -3.82 -0.43
H 4.81 -2.73 0.98

For the lowest unoccupied orbital energy, the calculation gives 0.2 eV. The HOMO-LUMO gap comes out at 10.7 eV. Its total charge is 0. The spin multiplicity is 1.

# 2
This record from OMol25 describes a structure of composition C2H4INS. The level of theory is ωB97M-V/def2-TZVPD.

Cartesian coordinates (Å):
C -0.63 -0.09 2.31
C 0.30 0.04 0.14
N -0.93 -0.09 0.90
S 0.80 0.05 3.02
I -2.56 -0.15 3.20
H -0.04 -0.30 -0.87
H 0.66 1.17 0.15
H 1.08 -0.55 0.46
H -1.66 -0.55 0.43

For the lowest unoccupied orbital energy, the calculation gives 0.1 eV. The HOMO-LUMO gap comes out at 9.1 eV. Its total charge is 0. The spin multiplicity is 1.

# 3
This record from OMol25 describes a structure of composition C16H20CrF8MgN4O14S2. The level of theory is ωB97M-V/def2-TZVPD.

Cartesian coordinates (Å):
Cr -2.93 1.43 -2.57
Mg -0.21 -0.92 -3.31
O -2.00 -0.17 -3.41
H -2.66 -0.49 -4.06
O -4.28 0.47 -1.52
H -4.24 -0.28 -0.89
C -0.13 2.35 -5.87
F 1.14 2.37 -6.38
F -0.70 3.54 -6.10
F -0.90 1.35 -6.24
S 0.08 2.24 -3.88
O 0.51 0.87 -3.77
O 1.11 3.13 -3.44
O -1.21 2.48 -3.20
C -1.35 -0.93 0.97
F -0.67 -2.11 0.73
F -2.64 -1.08 0.76
F -1.17 -0.53 2.26
S -0.58 0.37 -0.39
O -1.66 1.21 -0.87
O 0.53 1.16 0.27
O -0.19 -0.55 -1.52
C -3.03 3.33 3.52
C -2.74 2.01 2.96
O -2.48 1.26 4.21
C -2.17 2.08 5.22
O -1.73 1.77 6.29
O -2.28 3.26 4.69
F -1.72 2.05 2.09
H -4.10 3.32 3.75
H -2.79 4.28 3.05
H -3.64 1.79 2.39
C 2.35 0.02 2.30
C 3.19 1.02 3.01
O 3.60 0.32 4.23
C 3.24 -0.96 4.08
O 3.68 -1.92 4.71
O 2.43 -1.19 3.01
F 2.45 2.14 3.23
H 2.52 -0.20 1.25
H 1.33 0.37 2.44
H 4.08 1.25 2.43
C 0.08 4.36 -0.28
C -1.39 4.45 -0.22
N -2.56 4.47 -0.11
H 0.46 5.01 -1.07
H 0.42 3.34 -0.41
H 0.49 4.69 0.68
C 3.97 -3.10 -2.24
C 2.73 -2.42 -2.65
N 1.78 -1.86 -3.00
H 3.84 -4.15 -2.52
H 4.01 -2.91 -1.17
H 4.74 -2.66 -2.87
C 2.56 -4.08 1.49
C 2.94 -5.45 1.07
N 3.20 -6.57 0.77
H 3.25 -3.54 0.83
H 2.89 -3.80 2.49
H 1.52 -3.93 1.22
C -2.42 -4.21 -1.07
C -1.62 -3.52 -2.09
N -1.00 -2.86 -2.87
H -2.66 -5.23 -1.39
H -3.34 -3.64 -0.94
H -1.94 -4.27 -0.09

For the lowest unoccupied orbital energy (spin up / spin down), the calculation gives -0.4 / -0.4 eV. The HOMO-LUMO gap (spin up / spin down) comes out at 7.6 / 8.8 eV. Its total charge is 0. The spin multiplicity is 5.

# 4
This record from OMol25 describes a structure of composition C21H30F3N3O6PPdS2. The level of theory is ωB97M-V/def2-TZVPD.

Cartesian coordinates (Å):
Pd 0.60 -0.49 -0.94
O 0.21 1.20 -3.34
N -0.50 0.58 -4.17
C -0.71 1.15 -5.41
C -1.49 0.56 -6.35
C -2.11 -0.67 -6.07
C -1.89 -1.26 -4.87
C -1.05 -0.66 -3.89
S -0.80 -1.51 -2.46
H -0.19 2.09 -5.52
H -1.62 1.06 -7.30
H -2.76 -1.14 -6.80
H -2.34 -2.20 -4.60
F 5.10 -0.21 -3.01
C 5.53 -0.82 -1.90
F 6.80 -0.41 -1.70
F 5.57 -2.13 -2.17
C 4.67 -0.52 -0.71
C 5.20 0.04 0.44
C 4.38 0.34 1.51
C 3.03 0.08 1.39
N 2.51 -0.50 0.31
C 3.30 -0.79 -0.73
S 2.34 -1.46 -2.03
H 6.26 0.25 0.48
H 4.78 0.78 2.41
H 2.32 0.32 2.18
C -0.99 1.00 2.99
C -2.43 1.14 2.51
C -3.39 1.11 3.70
C -2.62 2.41 1.70
O -2.84 0.00 1.71
P -2.02 -0.64 0.49
O -2.93 -1.48 -0.31
O -1.22 0.45 -0.20
O -0.86 -1.51 1.22
C -0.99 -2.88 1.68
C -0.96 -3.81 0.48
C 0.25 -3.09 2.54
C -2.26 -3.06 2.50
H -0.75 1.85 3.64
H -0.30 1.00 2.15
H -0.86 0.08 3.56
H -3.20 1.96 4.35
H -3.26 0.19 4.27
H -4.42 1.15 3.34
H -2.43 3.28 2.33
H -3.64 2.47 1.32
H -1.94 2.42 0.85
H -0.06 -3.62 -0.11
H -1.84 -3.65 -0.14
H -0.94 -4.85 0.82
H 1.15 -2.93 1.95
H 0.27 -4.10 2.94
H 0.25 -2.39 3.38
H -3.14 -2.84 1.90
H -2.25 -2.40 3.37
H -2.32 -4.09 2.85
C 0.84 4.22 1.10
C 0.82 3.09 0.10
N 0.31 3.40 -1.11
O 1.21 1.97 0.39
H 1.32 5.11 0.69
H 1.38 3.90 1.99
H -0.18 4.48 1.38
H -0.05 4.32 -1.30
H 0.17 2.67 -1.79

For the lowest unoccupied orbital energy (spin up / spin down), the calculation gives -0.5 / -2.8 eV. The HOMO-LUMO gap (spin up / spin down) comes out at 7.8 / 5.4 eV. Its total charge is 0. The spin multiplicity is 2.

# 5
This record from OMol25 describes a cluster of 5 separate species, C22H40BrFO15S4 in total. The level of theory is ωB97M-V/def2-TZVPD.

Cartesian coordinates (Å):
C -1.50 3.44 -3.65
C -1.82 2.27 -4.15
C -2.21 0.84 -4.75
F -2.01 0.97 -6.20
O -3.62 0.63 -4.49
C -3.79 -0.83 -4.55
O -4.95 -1.33 -4.76
O -2.54 -1.55 -4.31
C -1.55 -0.50 -4.13
C -0.45 -0.88 -5.26
C 0.38 -1.29 -6.21
C -0.65 -0.43 -2.79
Br 0.78 -1.85 -2.76
C -1.48 -0.48 -1.41
C -2.27 -1.88 -1.15
H -1.17 4.52 -3.41
H 1.17 -1.69 -6.97
H -0.07 0.59 -2.80
H -0.69 -0.40 -0.55
H -2.20 0.42 -1.25
H -1.93 -2.61 -1.99
H -1.89 -2.34 -0.15
H -3.42 -1.77 -1.12
O 3.61 -0.57 -6.72
S 4.16 0.75 -6.93
O 4.36 1.29 -8.25
O 5.54 0.88 -6.10
C 6.57 -0.08 -6.33
C 7.29 0.17 -7.64
C 3.22 1.92 -5.99
H 6.16 -1.10 -6.29
H 7.28 0.01 -5.51
H 6.63 0.00 -8.49
H 8.15 -0.50 -7.75
H 7.64 1.20 -7.70
H 3.09 1.54 -4.98
H 2.25 2.03 -6.47
H 3.74 2.87 -5.99
O -0.43 2.37 0.67
S -0.93 3.34 1.61
O -2.18 4.04 1.40
O 0.23 4.42 1.92
C 0.82 5.12 0.83
C -0.10 6.20 0.30
C -0.98 2.59 3.22
H 1.11 4.42 0.04
H 1.74 5.58 1.21
H -1.00 5.77 -0.16
H 0.41 6.81 -0.45
H -0.44 6.86 1.11
H -0.03 2.09 3.40
H -1.80 1.86 3.22
H -1.17 3.36 3.96
O 1.21 1.41 5.75
S 1.67 0.10 6.13
O 0.89 -1.09 5.88
O 2.10 0.12 7.69
C 1.14 0.55 8.66
C 0.09 -0.51 8.92
C 3.29 -0.15 5.46
H 0.68 1.50 8.35
H 1.69 0.75 9.58
H -0.54 -0.67 8.04
H -0.57 -0.21 9.74
H 0.56 -1.46 9.17
H 3.90 0.72 5.67
H 3.18 -0.28 4.38
H 3.72 -1.05 5.90
O -4.21 -3.11 1.70
S -4.79 -4.20 2.44
O -5.77 -3.98 3.48
O -3.60 -5.12 3.03
C -2.60 -4.51 3.85
C -3.12 -4.21 5.24
C -5.45 -5.38 1.29
H -2.22 -3.61 3.37
H -1.77 -5.22 3.91
H -3.90 -3.45 5.22
H -2.31 -3.86 5.88
H -3.56 -5.11 5.69
H -4.70 -5.58 0.53
H -6.34 -4.94 0.84
H -5.71 -6.29 1.83

For the lowest unoccupied orbital energy, the calculation gives 0.2 eV. The HOMO-LUMO gap comes out at 9.5 eV. Its total charge is 0. The spin multiplicity is 1.

# 6
This record from OMol25 describes an isolated molecule of C4H4N2O3S. The level of theory is ωB97M-V/def2-TZVPD.

Cartesian coordinates (Å):
C 0.27 -1.05 1.48
C -0.19 -0.18 0.37
C -0.84 -1.06 2.50
C 0.75 0.23 -0.67
N -1.43 0.09 0.58
N -1.86 -0.58 1.71
O -0.90 -1.56 3.57
O 1.88 -2.12 3.20
O 2.89 -1.23 1.02
S 1.83 -1.35 1.98
H 0.79 -0.55 -1.55
H 1.69 0.24 -0.20
H 0.37 1.14 -1.14
H -2.74 -0.13 2.09

For the lowest unoccupied orbital energy (spin up / spin down), the calculation gives -1.8 / -1.8 eV. The HOMO-LUMO gap (spin up / spin down) comes out at 7.6 / 7.6 eV. Its total charge is 0. The spin multiplicity is 1.

Maximum force across the listed records, respectively: 6.02; 5.82; 5.63; 0.95; 7.75; 3.60 eV/Å.